Computed, not measured: a cluster of 2 separate species, CH4N2O2S in total in a non-equilibrium geometry, with ωB97M-V with the def2-TZVPD basis set.

Element x y z (Å)
C -0.49 1.53 0.25
N 2.27 -2.23 -0.26
N -1.32 0.80 -0.64
O 1.96 -1.10 0.01
O -1.68 -1.17 0.89
S -1.97 -0.55 -0.40
H -0.08 0.89 1.04
H 0.32 1.98 -0.32
H -1.07 2.33 0.71
H 2.06 -2.48 -1.27

- Total charge: 0
- Gap between HOMO and LUMO: 9.251 eV
- Relative energy (zero: lowest compared OMol25 entry of this formula, charge and spin): 82.0 kcal/mol
- Total energy: -698.5447 Ha